(1)
{
  "formula": "C9H10N2O3",
  "method": "the ωB97M-V functional and the def2-TZVPD basis",
  "multiplicity": 1,
  "e_lumo_ev": -0.344,
  "gap_ev": 9.02,
  "species": ["C", "C", "C", "N", "O", "C", "C", "C", "C", "C", "C", "N", "O", "O", "H", "H", "H", "H", "H", "H", "H", "H", "H", "H"],
  "positions_angstrom": [[1.13568, -0.27906, 1.94945], [1.53199, 1.04763, 1.33114], [1.41988, 0.94930, -0.34707], [1.41613, 2.32340, -0.81311], [2.10157, 2.58643, -1.77174], [0.10289, 0.41102, -0.81957], [0.08349, -0.66828, -1.69505], [-1.11809, -1.12487, -2.20558], [-2.30453, -0.50085, -1.85941], [-2.28822, 0.57917, -0.99288], [-1.09111, 1.04025, -0.47632], [2.94272, 1.32983, 1.64842], [3.16177, 2.25668, 2.38766], [3.77527, 0.59908, 1.16680], [0.10398, -0.51587, 1.69903], [1.78003, -1.07291, 1.57707], [1.22871, -0.23171, 3.03368], [0.92703, 1.88458, 1.67576], [2.26386, 0.35136, -0.70639], [1.00967, -1.14852, -1.97658], [-1.11453, -1.96053, -2.88904], [-3.23772, -0.85560, -2.27286], [-3.21006, 1.07435, -0.72896], [-1.07672, 1.89665, 0.17881]],
  "mulliken_charge": [-1.3882, -0.0108, -0.0628, 0.0196, -0.3871, 0.0599, -0.2570, -0.5966, -0.3913, -0.6634, -0.1584, 1.0167, -0.6148, -0.5790, 0.3603, 0.3622, 0.3925, 0.4205, 0.6094, 0.3452, 0.3853, 0.3838, 0.3910, 0.3628]
}

=====

(2)
{
  "formula": "C9H10N2O3",
  "method": "the ωB97M-V functional and the def2-TZVPD basis",
  "multiplicity": 1,
  "e_lumo_ev": -2.118,
  "gap_ev": 7.44,
  "species": ["N", "C", "O", "C", "C", "C", "C", "N", "C", "O", "C", "C", "C", "O", "H", "H", "H", "H", "H", "H", "H", "H", "H", "H"],
  "positions_angstrom": [[2.67920, -0.81476, 1.89180], [3.28822, -0.50175, 0.51301], [4.45256, -1.01579, 0.07359], [2.40657, 0.59020, -0.39403], [1.11094, -0.07923, -1.14267], [-0.34693, 0.34028, -0.52147], [-1.39286, -0.75481, -0.41439], [-1.13996, -2.20001, -0.86119], [-2.92235, -0.47668, 0.20155], [-3.75775, -1.43911, 0.60230], [-3.46915, 1.08624, 0.39439], [-2.42423, 2.15122, 0.29316], [-0.81603, 1.83574, -0.04102], [-0.00004, 2.91131, 0.08217], [2.61810, -1.85584, 1.93053], [1.70889, -0.39059, 1.90283], [2.16272, 1.47264, 0.33467], [3.15667, 0.92832, -1.25819], [1.10337, 0.24928, -2.29030], [1.30573, -1.25440, -1.17035], [-2.00470, -2.78056, -0.79070], [-0.32805, -2.62092, -0.35758], [-4.60682, 1.34971, 0.59842], [-2.78410, 3.26951, 0.42349]],
  "mulliken_charge": [-0.5563, 0.4285, -0.5592, -0.5828, -0.4082, -0.0365, 0.3651, -0.5766, 0.2953, -0.5599, -0.3199, -0.2891, 0.4332, -0.5584, 0.2773, 0.2983, 0.3731, 0.2640, 0.3451, 0.2367, 0.3094, 0.2244, 0.2978, 0.2988]
}

=====

(3)
{
  "formula": "C9H10N2O3S",
  "method": "the ωB97M-V functional and the def2-TZVPD basis",
  "multiplicity": 1,
  "e_lumo_ev": 0.137,
  "gap_ev": 9.62,
  "species": ["C", "C", "C", "C", "C", "C", "C", "C", "C", "N", "N", "O", "O", "O", "S", "H", "H", "H", "H", "H", "H", "H", "H", "H", "H"],
  "positions_angstrom": [[-1.80543, 0.46001, 0.72899], [-1.05348, -0.57463, 0.16176], [-1.90989, 1.59871, 0.00800], [-0.40359, -0.44890, -1.06721], [-1.05194, 1.86024, -1.07815], [-0.30284, 0.81651, -1.59974], [1.88188, -1.31949, 2.42020], [2.50671, -0.84362, 1.38126], [-1.76874, 0.57934, -5.02533], [-1.13232, 0.06757, -4.23853], [2.14424, 1.48480, -1.98483], [2.30774, 2.64701, -1.70288], [2.83460, 0.49051, -1.76355], [0.22635, 2.45188, -3.70946], [0.69848, 1.22070, -3.12250], [-2.31413, 0.28390, 1.64058], [-1.03552, -1.42531, 0.70706], [-2.48560, 2.33053, 0.43658], [0.19501, -1.10863, -1.60801], [-1.13814, 2.91623, -1.48640], [1.33139, -2.31350, 2.36678], [2.06398, -0.86957, 3.29295], [3.11358, -0.07142, 1.46680], [2.52135, -1.46404, 0.46769], [-2.33054, 1.14392, -5.72607]],
  "mulliken_charge": [-0.5351, -0.4757, -0.5888, -0.5694, -0.4379, 0.4885, -0.5247, -0.5199, 0.0955, -0.4105, 0.8563, -0.5238, -0.5353, -0.5291, 0.5843, 0.4305, 0.5687, 0.4314, 0.5082, 0.3215, 0.2015, 0.3262, 0.3332, 0.1880, 0.3163]
}

=====

(4)
{
  "formula": "C9H10N2OS2",
  "method": "the ωB97M-V functional and the def2-TZVPD basis",
  "multiplicity": 1,
  "e_lumo_ev": -0.025,
  "gap_ev": 8.57,
  "species": ["C", "C", "O", "C", "S", "C", "S", "N", "C", "C", "C", "C", "C", "N", "H", "H", "H", "H", "H", "H", "H", "H", "H", "H"],
  "positions_angstrom": [[0.59039, 1.44449, -1.74054], [0.96478, 0.00869, -1.39969], [2.05704, -0.26346, -0.53184], [1.11204, -1.06241, -2.50163], [-0.55905, -1.40952, -3.03989], [-1.31888, -0.89362, -1.58287], [-2.93067, -0.95464, -1.33619], [-0.28797, -0.46673, -0.65860], [-0.43502, -0.17044, 0.68605], [-1.38835, -0.79013, 1.44129], [-1.53654, -0.37986, 2.73757], [-0.54821, 0.42532, 3.38096], [0.37056, 1.01163, 2.50873], [0.38392, 0.75938, 1.19030], [1.50615, 2.01265, -2.06688], [0.12751, 1.83338, -0.94898], [0.01062, 1.37062, -2.55640], [2.17109, 0.15516, 0.31649], [1.86645, -0.75211, -3.18277], [1.58318, -1.92824, -2.17557], [-2.14164, -1.51828, 0.97999], [-2.31240, -0.84811, 3.21827], [-0.50015, 0.70908, 4.33981], [1.21516, 1.70716, 2.92236]],
  "mulliken_charge": [-1.4579, 0.7317, -0.6141, -0.9063, -0.1297, 0.2161, -0.3182, -0.0630, 0.9978, -0.3502, -0.6283, -0.7076, -0.2447, -0.5126, 0.3322, 0.4493, 0.4654, 0.3399, 0.4638, 0.4592, 0.2121, 0.4889, 0.5070, 0.2693]
}

=====

(5)
{
  "formula": "C9H10N3",
  "method": "the ωB97M-V functional and the def2-TZVPD basis",
  "multiplicity": 1,
  "e_lumo_ev": -5.519,
  "charge": 1,
  "gap_ev": 7.19,
  "species": ["C", "C", "C", "C", "C", "C", "C", "C", "C", "N", "N", "N", "H", "H", "H", "H", "H", "H", "H", "H", "H", "H"],
  "positions_angstrom": [[2.41788, -1.60626, -0.15459], [2.71552, -0.29775, -0.51790], [-2.53155, 0.46898, -0.72277], [1.19181, -1.94430, 0.46361], [0.37558, -0.87513, 0.38258], [1.77690, 0.84528, -0.40367], [-0.63999, 1.29347, 0.61855], [-2.40291, -1.63870, 0.02343], [0.57089, 0.45310, 0.23035], [-2.93314, -0.67670, -1.05163], [-1.88829, 0.57252, 0.50482], [-1.58764, -0.77286, 0.85266], [3.27081, -2.24919, -0.02905], [3.66361, -0.02047, -0.96760], [-2.73161, 1.49264, -1.28539], [2.46690, 1.57494, -0.02957], [1.55507, 1.31134, -1.34288], [-0.69278, 1.59523, 1.67462], [-0.83532, 2.13164, -0.18817], [-3.37781, -1.78738, 0.58308], [-1.98389, -2.60338, -0.32164], [-1.62286, -0.73276, 1.94624]],
  "mulliken_charge": [-0.4547, -0.2092, 0.1105, -0.4309, 0.5734, -0.6813, -0.9357, -0.3676, 0.5029, -0.4604, -0.1490, -0.1167, 0.4036, 0.3870, 0.2877, 0.4023, 0.4445, 0.3087, 0.3511, 0.3379, 0.3158, 0.3802]
}

=====

(6)
{
  "formula": "C9H10N3OS",
  "method": "the ωB97M-V functional and the def2-TZVPD basis",
  "multiplicity": 1,
  "e_lumo_ev": [-4.222, -4.952],
  "charge": 1,
  "gap_ev": [6.95, 5.52],
  "species": ["C", "C", "C", "C", "C", "C", "C", "C", "C", "N", "N", "N", "O", "S", "H", "H", "H", "H", "H", "H", "H", "H", "H", "H"],
  "positions_angstrom": [[-6.25764, -0.29400, -0.10712], [1.93055, 1.42516, 0.21101], [-5.92068, 1.02591, -0.31206], [2.73825, 0.33450, 0.26256], [-4.09347, -0.48369, 0.17238], [0.61675, -0.37215, 0.17862], [-0.54035, -1.15360, 0.24103], [4.21030, 0.23619, 0.35009], [-2.87447, -1.14206, 0.36305], [-5.24201, -1.10781, 0.16243], [1.90956, -0.77141, 0.23345], [0.63274, 0.98256, 0.15543], [-1.72981, -0.54381, 0.22331], [-4.23985, 1.25806, -0.15564], [-7.25183, -0.69263, -0.16600], [2.17736, 2.46571, 0.22204], [-6.57084, 1.84611, -0.54256], [-0.49230, -2.22840, 0.32254], [4.63027, 1.21669, 0.55394], [4.50525, -0.44515, 1.14576], [4.63329, -0.13104, -0.58426], [-2.90508, -2.21612, 0.52935], [2.22513, -1.72750, 0.25142], [-0.18922, 1.56377, 0.11511]],
  "mulliken_charge": [-0.4345, -0.5389, -0.1740, 0.5863, 0.1252, 0.1384, -0.2807, -1.2247, 0.1551, -0.4575, -0.0885, 0.0021, -0.2250, -0.0799, 0.4137, 0.4316, 0.4287, 0.3967, 0.3208, 0.3569, 0.3176, 0.4100, 0.2289, 0.1920]
}

=====

(7)
{
  "formula": "C9H10N4",
  "method": "the ωB97M-V functional and the def2-TZVPD basis",
  "multiplicity": 1,
  "e_lumo_ev": [-10.370, -10.392],
  "charge": 2,
  "gap_ev": [6.13, 6.08],
  "species": ["C", "C", "C", "C", "C", "C", "C", "C", "C", "N", "N", "N", "N", "H", "H", "H", "H", "H", "H", "H", "H", "H", "H"],
  "positions_angstrom": [[2.64056, 1.59073, -0.17813], [3.37711, 0.45645, 0.29602], [1.29175, 1.52527, -0.30956], [2.71769, -0.78223, 0.32941], [0.51075, 0.28748, -0.05344], [-0.78603, -0.23259, -0.13823], [1.36885, -0.92251, 0.06548], [-0.60880, -1.74921, -0.23201], [-2.14674, 0.56061, 0.09716], [0.67389, -1.98806, -0.07623], [-2.25416, 1.64738, -0.66713], [-1.46023, -2.71039, -0.48019], [-2.81928, 0.27244, 1.16396], [3.11705, 2.61213, -0.33401], [4.46625, 0.51492, 0.36689], [0.68576, 2.27280, -0.73512], [3.27437, -1.59347, 0.70378], [-1.41642, 1.67464, -1.27187], [-2.84765, 2.44786, -0.94619], [-2.46173, -2.59113, -0.73706], [-1.13594, -3.61329, -0.22417], [-2.62378, -0.54432, 1.76274], [-3.56325, 0.86449, 1.59791]],
  "mulliken_charge": [-0.4794, -0.4262, -0.3115, -0.3750, 0.8169, -0.3276, 0.3898, 0.3317, 0.7102, -0.5896, -0.3706, -0.2816, -0.2891, 0.3777, 0.4137, 0.2673, 0.4763, 0.2240, 0.2691, 0.2950, 0.3052, 0.2791, 0.2947]
}

=====

(8)
{
  "formula": "C9H10NO3S2",
  "method": "the ωB97M-V functional and the def2-TZVPD basis",
  "multiplicity": 1,
  "e_lumo_ev": 2.935,
  "charge": -1,
  "gap_ev": 7.49,
  "species": ["C", "C", "C", "C", "C", "C", "C", "C", "C", "N", "O", "O", "O", "S", "S", "H", "H", "H", "H", "H", "H", "H", "H", "H", "H"],
  "positions_angstrom": [[1.45786, 1.98923, 0.67635], [0.70842, 2.93447, 1.31826], [1.05384, 0.68678, 0.63972], [-0.55710, 2.60023, 1.87427], [-0.26040, 0.38353, 0.91101], [-1.06550, 1.34119, 1.66103], [-0.91896, -0.79265, 0.53901], [-1.09172, -3.21719, 0.05562], [-0.30230, -1.95409, -0.03613], [-2.14858, -0.77260, 0.95019], [1.85156, 1.54681, -3.27399], [2.33136, -0.17391, -1.69626], [0.00199, -0.15307, -2.76128], [-2.65567, 0.63263, 1.70041], [1.31926, 0.83652, -2.09243], [2.34214, 2.10412, 0.04500], [0.91865, 3.93291, 1.14277], [1.61156, -0.07940, 0.05141], [-1.26106, 3.35174, 2.21188], [-1.11533, -3.85994, -0.79030], [-2.08359, -3.08231, 0.46344], [-0.68102, -3.90074, 0.89381], [-0.23328, -1.78756, -1.14040], [0.71622, -2.09297, 0.29949], [0.06165, -0.47372, -3.64290]],
  "mulliken_charge": [-0.3404, -0.5849, -0.9793, -0.0815, 0.7694, 0.0140, -0.0391, -1.2491, -0.0109, -0.5860, -0.7030, -0.6658, -0.5516, -0.1351, 0.6883, 0.4275, 0.3970, 0.6387, 0.3289, 0.3632, 0.3562, 0.2176, 0.1017, 0.3856, 0.2384]
}

=====

(9)
{
  "formula": "C9H10O",
  "method": "the ωB97M-V functional and the def2-TZVPD basis",
  "multiplicity": 1,
  "e_lumo_ev": 0.941,
  "gap_ev": 8.66,
  "species": ["C", "C", "C", "C", "C", "C", "O", "C", "C", "C", "H", "H", "H", "H", "H", "H", "H", "H", "H", "H"],
  "positions_angstrom": [[1.52074, -0.37743, -1.27559], [0.82110, 0.12166, -0.00619], [1.55376, -0.27259, 1.27281], [0.55538, 1.59319, 0.03877], [-0.75947, 1.94802, 0.00526], [-1.52141, 0.72117, -0.02929], [-2.83800, 0.39596, -0.08185], [-2.76725, -0.98033, -0.05253], [-1.52707, -1.52987, -0.01844], [-0.67127, -0.37089, 0.00421], [2.46871, 0.06127, -1.37933], [0.94794, -0.18256, -2.11558], [1.58853, -1.43561, -1.26508], [2.48089, 0.35974, 1.34601], [1.81947, -1.26363, 1.17243], [0.88706, -0.06118, 2.02604], [1.32207, 2.37933, 0.07862], [-0.89729, 2.96617, 0.04831], [-3.68195, -1.41117, 0.14392], [-1.30194, -2.66128, 0.08751]],
  "mulliken_charge": [-1.8203, 2.1565, -1.7395, -0.8806, -1.0610, 0.5436, -0.4744, -0.3093, -0.7822, 0.1139, 0.4734, 0.4557, 0.4078, 0.3738, 0.4170, 0.5003, 0.3569, 0.4675, 0.4981, 0.3027]
}

=====

(10)
{
  "formula": "C9H10O3",
  "method": "the ωB97M-V functional and the def2-TZVPD basis",
  "multiplicity": 1,
  "e_lumo_ev": 0.214,
  "gap_ev": 8.78,
  "species": ["C", "O", "C", "C", "C", "C", "O", "C", "C", "C", "O", "C", "H", "H", "H", "H", "H", "H", "H", "H", "H", "H"],
  "positions_angstrom": [[-1.28589, -1.33932, 3.20775], [-2.08416, -0.93285, 2.13814], [-1.29927, -0.47985, 1.11103], [-2.02141, -0.26501, -0.09975], [-1.36270, 0.18172, -1.20386], [0.04382, 0.32854, -1.18668], [0.65369, 0.67462, -2.32614], [1.04623, 2.00411, -2.47851], [0.74136, -0.05668, -0.02560], [2.19316, -0.15715, 0.09729], [3.02014, 0.24550, -0.67251], [0.08531, -0.44856, 1.10555], [-0.81227, -2.31473, 3.01507], [-1.98364, -1.39698, 4.05655], [-0.56058, -0.56787, 3.46912], [-3.06407, -0.41219, -0.02816], [-1.86701, 0.49466, -2.11481], [1.59318, 2.09600, -3.41860], [1.62227, 2.33948, -1.60408], [0.16813, 2.67843, -2.57951], [2.57096, -0.67618, 0.97768], [0.77203, -0.74561, 1.94754]],
  "mulliken_charge": [-0.7882, -0.4144, 0.6860, -0.6407, -0.3656, -0.0472, -0.4450, -0.6827, 0.5742, -0.2704, -0.4599, -0.1900, 0.3276, 0.2547, 0.3084, 0.4729, 0.4065, 0.2464, 0.2815, 0.2768, 0.3393, 0.1299]
}

=====

(11)
{
  "formula": "C9H10O3",
  "method": "the ωB97M-V functional and the def2-TZVPD basis",
  "multiplicity": 1,
  "e_lumo_ev": 0.749,
  "gap_ev": 10.53,
  "species": ["C", "C", "O", "C", "O", "O", "C", "C", "C", "C", "C", "C", "H", "H", "H", "H", "H", "H", "H", "H", "H", "H"],
  "positions_angstrom": [[0.48078, -1.79060, 1.30115], [0.63348, -0.64903, 0.20396], [1.84248, -0.81679, -0.47800], [2.46300, 0.38603, -0.57499], [3.34667, 0.65562, -1.39858], [1.90453, 1.32450, 0.19558], [0.67593, 0.77471, 0.71118], [-0.53014, 1.44548, 0.00960], [-1.83779, 0.78996, 0.59136], [-1.94379, -0.41667, -0.04065], [-0.57216, -0.56271, -0.82324], [-0.56730, 0.89557, -1.40074], [0.38853, -2.76781, 0.83181], [-0.30814, -1.80995, 1.99750], [1.39505, -1.79326, 1.81184], [0.44090, 0.86877, 1.80664], [-0.48488, 2.54697, 0.02332], [-2.72852, 1.26158, 0.97896], [-2.90224, -1.00387, -0.18203], [-0.50871, -1.45284, -1.52229], [-1.47458, 1.06911, -1.98025], [0.28689, 1.04523, -2.06213]],
  "mulliken_charge": [-1.9419, 1.1435, -0.3794, 0.4900, -0.5943, -0.3520, 0.0568, 0.0244, -0.6557, -0.5974, -0.2748, -0.9093, 0.4178, 0.3776, 0.5234, 0.3444, 0.4931, 0.3823, 0.3335, 0.4176, 0.3665, 0.3341]
}

=====

(12)
{
  "formula": "C9H10O3S",
  "method": "the ωB97M-V functional and the def2-TZVPD basis",
  "multiplicity": 1,
  "e_lumo_ev": 0.328,
  "gap_ev": 9.46,
  "species": ["C", "S", "C", "C", "O", "C", "O", "O", "C", "C", "C", "C", "C", "H", "H", "H", "H", "H", "H", "H", "H", "H", "H"],
  "positions_angstrom": [[1.46073, 2.75388, 0.34041], [0.18466, 2.39911, -0.90042], [0.05821, 0.50723, -0.75092], [1.52153, -0.05534, -0.91273], [2.36750, -0.09131, -0.07998], [-0.83639, 0.13336, -1.86286], [-0.56369, 0.26636, -3.02167], [-2.02649, -0.38323, -1.46072], [-1.97150, -0.77133, -0.04754], [-1.40036, -2.26683, 0.12966], [-0.31690, -2.26717, 0.89640], [0.01325, -0.88761, 1.43773], [-0.77565, 0.07068, 0.54483], [1.08169, 2.78992, 1.29503], [1.85110, 3.64116, -0.03920], [2.19873, 1.90451, 0.36331], [1.74109, -0.49241, -1.97960], [-2.90318, -0.72487, 0.42664], [-1.68461, -3.12545, -0.50717], [0.29210, -3.14373, 1.13748], [-0.46107, -0.75922, 2.48222], [1.05338, -0.48210, 1.41874], [-0.88414, 0.98438, 1.09036]],
  "mulliken_charge": [-0.8658, -0.0533, 1.1058, -0.1902, -0.4889, -0.3252, -0.5577, -0.3985, -0.1510, -0.5870, -0.4146, -0.7879, -0.2968, 0.2877, 0.3944, 0.2955, 0.2811, 0.4874, 0.3836, 0.3928, 0.3398, 0.4586, 0.6900]
}

=====

For each record above, in turn, the calculated ΔE to the lowest compared entry with this formula, charge and spin values are 559.5 830.2 643.2 0.0 585.2 117.6 36.9 0.0 41.7 205.6 177.6 83.3 kJ/mol.
For each record above, in turn, the calculated calculated total energy values are -684.0063 -683.9031 -1082.1150 -1330.0306 -512.7021 -986.3566 -567.2822 -1425.8214 -424.1000 -574.6077 -574.6183 -972.7902 Eh.